Density functional theory data (wB97M-V/def2-TZVPD) for a cluster of 11 separate species, C38H66O33 in total.

Each atom is followed by the atoms it is bonded to, with distances in Å.
Geometry (Å):
1 H -11.053 -2.425 0.123  C5 1.090
2 H 5.762 5.861 0.892  C17 1.090
3 C -5.498 -3.277 -3.688  H49 1.090, C57 1.468, O60 1.411, H132 1.090
4 C -6.589 0.109 0.018  H24 1.090, O37 1.496, H73 1.090, H116 1.090
5 C -10.761 -2.107 -0.878  H1 1.090, C43 1.501, H97 1.090, O128 1.445
6 C 0.389 5.082 6.005  H59 1.090, H84 1.090, O111 1.403, H118 1.090
7 H 5.255 2.675 -3.427  C41 1.090
8 C 0.653 -9.522 -3.073  O66 1.351, O70 1.375, O113 1.255
9 H -1.096 -1.619 0.394  C69 1.090
10 H 0.442 2.816 8.832  C85 1.090
11 C 8.495 9.795 2.135  H74 1.090, H78 1.090, O88 1.481, C90 1.559
12 O -2.215 5.233 -3.222  C33 1.391, C127 1.310
13 O -2.241 -2.266 -4.181  C103 1.222
14 H -0.499 2.607 10.436  C85 1.090
15 H -4.568 -1.518 5.443  C121 1.090
16 H 5.596 -0.164 -0.652  C99 1.090
17 C 5.267 6.609 0.274  H2 1.090, O46 1.426, H53 1.090, H119 1.090
18 H 3.572 -2.665 3.984  C50 1.090
19 C -6.484 -3.360 4.398  O32 1.457, C51 1.522, H71 1.090, H126 1.090
20 O -0.940 4.272 9.253  C85 1.425, C124 1.383
21 C -4.748 -4.076 3.043  O29 1.333, O32 1.329, O55 1.217
22 H 1.240 -11.335 -5.874  C136 1.090
23 C 0.105 -7.858 -1.632  H52 1.090, O70 1.409, H79 1.090, H110 1.090
24 H -7.005 1.109 0.138  C4 1.090
25 H 5.245 -2.204 4.444  C50 1.090
26 C -8.751 -0.791 -0.371  O37 1.244, O112 1.224, O128 1.366
27 C 3.633 -1.209 5.654  H28 1.090, C50 1.542, C75 1.459, O81 1.405
28 H 2.618 -1.444 5.972  C27 1.090
29 O -4.236 -3.882 4.258  C21 1.333, C51 1.426
30 H -1.399 3.470 -2.380  C33 1.090
31 O 1.196 1.804 0.929  C109 1.231
32 O -6.049 -3.806 3.081  C19 1.457, C21 1.329
33 C -2.326 4.012 -2.565  O12 1.391, H30 1.090, H93 1.090, C104 1.507
34 H 3.786 -1.347 7.701  C75 1.090
35 H 7.156 -1.001 -1.153  C99 1.090
36 C 4.369 0.989 5.783  O67 1.170, O81 1.388, O133 1.348
37 O -7.544 -0.811 -0.675  C4 1.496, C26 1.244
38 H 0.711 -1.801 -0.861  C86 1.090
39 H 5.357 -1.405 6.934  C75 1.090
40 H 2.595 -1.825 -5.914  C91 1.090
41 C 6.262 2.271 -3.531  H7 1.090, O42 1.411, H68 1.090, H101 1.090
42 O 6.538 1.428 -2.433  C41 1.411, C58 1.393
43 C -11.175 -2.972 -2.033  C5 1.501, H92 1.090, H102 1.090, H106 1.090
44 H 2.536 -0.419 -4.798  C91 1.090
45 O -0.691 6.317 8.300  C124 1.218
46 O 5.745 7.908 0.618  C17 1.426, C64 1.348
47 H 1.352 -2.469 0.631  C86 1.090
48 H 6.740 -0.880 0.533  C99 1.090
49 H -5.751 -3.473 -2.646  C3 1.090
50 C 4.224 -2.348 4.798  H18 1.090, H25 1.090, C27 1.542, H95 1.090
51 C -5.251 -3.666 5.236  C19 1.522, O29 1.426, C121 1.532, H131 1.090
52 H -0.819 -8.383 -1.389  C23 1.090
53 H 5.599 6.327 -0.726  C17 1.090
54 C 2.993 -0.004 -7.888  O77 1.355, O96 1.218, O129 1.328
55 O -4.145 -4.189 1.991  C21 1.217
56 H -0.264 -1.858 1.904  C69 1.090
57 C -4.853 -4.437 -4.316  C3 1.468, O82 1.377, H83 1.090, H123 1.090
58 C 7.311 1.782 -1.330  O42 1.393, O76 1.395, O122 1.221
59 H 1.471 5.199 5.935  C6 1.090
60 O -4.523 -2.272 -3.864  C3 1.411, C103 1.307
61 O -0.293 0.150 1.122  C69 1.387, C109 1.318
62 H 9.598 9.808 3.918  C90 1.090
63 H 0.171 -0.450 -8.852  C130 1.090
64 C 6.994 8.130 1.076  O46 1.348, O88 1.370, O120 1.233
65 C 1.139 1.390 -8.610  O77 1.386, H108 1.090, C130 1.442, H137 1.090
66 O 0.858 -9.828 -4.373  C8 1.351, C136 1.415
67 O 4.706 2.057 5.446  C36 1.170
68 H 6.150 1.732 -4.472  C41 1.090
69 C -0.285 -1.232 1.012  H9 1.090, H56 1.090, O61 1.387, C86 1.505
70 O 0.387 -8.177 -2.975  C8 1.375, C23 1.409
71 H -6.700 -2.299 4.270  C19 1.090
72 H 0.051 -11.749 -4.645  C136 1.090
73 H -5.643 0.189 -0.517  C4 1.090
74 H 9.337 9.282 1.671  C11 1.090
75 C 4.375 -0.936 6.881  C27 1.459, H34 1.090, H39 1.090, O133 1.417
76 O 7.349 0.830 -0.310  C58 1.395, C99 1.400
77 O 2.310 0.682 -8.836  C54 1.355, C65 1.386
78 H 8.565 10.873 1.991  C11 1.090
79 H -0.294 -6.844 -1.636  C23 1.090
80 O -2.879 3.926 -4.769  C104 1.417, C127 1.345
81 O 3.676 0.050 5.030  C27 1.405, C36 1.388
82 O -3.530 -4.065 -4.225  C57 1.377, C103 1.304
83 H -5.115 -4.515 -5.371  C57 1.090
84 H -0.089 6.037 5.788  C6 1.090
85 C -0.484 2.930 9.395  H10 1.090, H14 1.090, O20 1.425, H115 1.090
86 C 0.924 -1.572 0.183  H38 1.090, H47 1.090, C69 1.505, O125 1.404
87 H 7.787 9.985 4.038  C90 1.090
88 O 7.173 9.375 1.618  C11 1.481, C64 1.370
89 H -3.716 -2.625 6.433  C121 1.090
90 C 8.623 9.409 3.640  C11 1.559, H62 1.090, H87 1.090, H135 1.090
91 C 2.962 -0.817 -5.719  H40 1.090, H44 1.090, H117 1.090, O129 1.406
92 H -12.246 -3.170 -2.076  C43 1.090
93 H -2.747 4.217 -1.581  C33 1.090
94 H -0.873 0.821 -8.936  C130 1.090
95 H 4.269 -3.226 5.441  C50 1.090
96 O 4.110 -0.448 -8.085  C54 1.218
97 H -11.026 -1.092 -1.174  C5 1.090
98 H -4.186 3.215 -3.227  C104 1.090
99 C 6.642 -0.372 -0.426  H16 1.090, H35 1.090, H48 1.090, O76 1.400
100 H 1.687 -11.636 -4.190  C136 1.090
101 H 7.016 3.054 -3.615  C41 1.090
102 H -10.903 -2.532 -2.992  C43 1.090
103 C -3.351 -2.776 -4.146  O13 1.222, O60 1.307, O82 1.304
104 C -3.148 3.236 -3.561  C33 1.507, O80 1.417, H98 1.090, H107 1.090
105 H -5.185 -2.231 6.939  C121 1.090
106 H -10.653 -3.914 -1.863  C43 1.090
107 H -2.805 2.203 -3.506  C104 1.090
108 H 1.144 2.394 -9.035  C65 1.090
109 C 0.905 0.611 0.828  O31 1.231, O61 1.318, O125 1.359
110 H 0.781 -8.218 -0.856  C23 1.090
111 O 0.009 4.368 7.151  C6 1.403, C124 1.420
112 O -9.381 0.095 0.192  C26 1.224
113 O 0.519 -10.450 -2.240  C8 1.255
114 H 0.190 0.575 -10.334  C130 1.090
115 H -1.113 2.178 8.919  C85 1.090
116 H -6.476 -0.167 1.066  C4 1.090
117 H 4.034 -0.637 -5.637  C91 1.090
118 H 0.001 4.449 5.208  C6 1.090
119 H 4.182 6.509 0.304  C17 1.090
120 O 7.863 7.255 1.094  C64 1.233
121 C -4.697 -2.453 5.990  H15 1.090, C51 1.532, H89 1.090, H105 1.090
122 O 7.950 2.822 -1.302  C58 1.221
123 H -4.983 -5.436 -3.898  C57 1.090
124 C -0.513 5.114 8.241  O20 1.383, O45 1.218, O111 1.420
125 O 1.640 -0.366 0.233  C86 1.404, C109 1.359
126 H -7.331 -3.938 4.765  C19 1.090
127 C -2.378 5.149 -4.520  O12 1.310, O80 1.345, O134 1.219
128 O -9.326 -1.947 -0.816  C5 1.445, C26 1.366
129 O 2.383 -0.002 -6.708  C54 1.328, C91 1.406
130 C 0.141 0.566 -9.245  H63 1.090, C65 1.442, H94 1.090, H114 1.090
131 H -5.478 -4.497 5.903  C51 1.090
132 H -6.401 -3.016 -4.240  C3 1.090
133 O 4.605 0.457 6.999  C36 1.348, C75 1.417
134 O -2.192 6.039 -5.332  C127 1.219
135 H 8.497 8.358 3.903  C90 1.090
136 C 0.949 -11.162 -4.837  H22 1.090, O66 1.415, H72 1.090, H100 1.090
137 H 1.029 1.686 -7.567  C65 1.090

As for the total energy: -3970.3115 a.u. Its net charge is 0. The value obtained for the HOMO-LUMO gap is 9.77 eV. As for the maximum force: 0.117 hartree/bohr. As for the energy relative to the best compared isomer or geometry (same formula, charge and spin): 622.9 kJ/mol.

Atom charges from the Mulliken analysis, given in e for atoms 1 to 99:
1 H 0.290
2 H 0.312
3 C -0.233
4 C -0.645
5 C -0.200
6 C -0.687
7 H 0.267
8 C 0.762
9 H 0.277
10 H 0.298
11 C -0.249
12 O -0.342
13 O -0.613
14 H 0.266
15 H 0.333
16 H 0.262
17 C -0.626
18 H 0.299
19 C -0.411
20 O -0.320
21 C 0.691
22 H 0.242
23 C -0.727
24 H 0.345
25 H 0.337
26 C 0.739
27 C 0.585
28 H 0.221
29 O -0.346
30 H 0.227
31 O -0.596
32 O -0.337
33 C -0.316
34 H 0.328
35 H 0.286
36 C 0.564
37 O -0.229
38 H 0.248
39 H 0.274
40 H 0.306
41 C -0.666
42 O -0.311
43 C -1.122
44 H 0.218
45 O -0.517
46 O -0.323
47 H 0.290
48 H 0.214
49 H 0.268
50 C -1.381
51 C 0.493
52 H 0.308
53 H 0.281
54 C 0.723
55 O -0.579
56 H 0.267
57 C -0.280
58 C 0.767
59 H 0.282
60 O -0.317
61 O -0.309
62 H 0.325
63 H 0.313
64 C 0.752
65 C -0.119
66 O -0.311
67 O -0.483
68 H 0.249
69 C -0.307
70 O -0.257
71 H 0.253
72 H 0.284
73 H 0.237
74 H 0.296
75 C -0.508
76 O -0.306
77 O -0.324
78 H 0.319
79 H 0.301
80 O -0.325
81 O -0.287
82 O -0.356
83 H 0.233
84 H 0.323
85 C -0.604
86 C -0.233
87 H 0.276
88 O -0.335
89 H 0.354
90 C -0.974
91 C -0.688
92 H 0.368
93 H 0.289
94 H 0.355
95 H 0.404
96 O -0.571
97 H 0.299
98 H 0.203
99 C -0.538